105
Properties=species:S:1:pos:R:3 method="wB97M-V/def2-TZVPD" spin_multiplicity=6 charge=-2 s2=8.854 homo_lumo_gap_ev="3.95 / 6.17" homo_ev="0.0 / -2.3" lumo_energy_ev="3.92 / 3.92"
Sb -4.94 -1.56 0.19
As -1.52 2.57 -1.91
Cr -0.66 -0.07 0.58
Cl 0.47 -5.71 -1.45
S -2.50 -0.22 2.03
S -2.96 0.11 0.04
S -5.19 -2.44 -1.90
P 1.21 -0.44 2.01
O 2.83 -2.41 -3.50
O 0.42 0.45 -0.98
O 2.41 -4.56 -3.28
O 1.89 -0.14 -2.56
N -0.64 -3.41 -0.56
N -0.43 -2.02 -0.56
C 0.18 1.96 2.69
C 0.47 6.21 -1.18
C -0.15 2.96 3.62
C 2.19 4.58 -1.63
C 1.13 1.00 3.10
C -4.18 3.10 -2.90
C 0.27 -4.01 -1.40
C -3.58 5.15 -4.67
C 5.67 -0.31 0.85
C -2.86 3.56 -3.00
C 3.83 -1.88 3.76
C 1.26 -3.12 2.20
C -0.39 1.90 1.31
C -3.37 -5.73 0.37
C 3.35 0.04 0.45
C 5.34 -0.94 2.04
C -3.02 -4.17 2.15
C 1.07 -3.08 -2.00
C 0.95 -4.40 2.60
C -2.57 4.58 -3.90
C 4.66 0.18 0.04
C -0.12 2.05 -4.48
C 3.00 -0.60 1.65
C -1.68 -4.03 0.15
C 2.15 -3.41 -2.98
C -5.18 3.66 -3.68
C 0.31 1.23 -5.52
C 0.52 3.08 4.83
C 1.82 5.88 -1.29
C 1.21 3.62 -1.88
C 1.56 2.21 5.14
C 4.03 -1.11 2.47
C -0.97 -0.59 -4.62
C -2.03 -3.55 1.41
C -4.89 4.69 -4.57
C -0.14 3.95 -1.81
C 1.86 1.17 4.28
C -2.38 -5.12 -0.38
C -0.95 1.54 -3.49
C -0.24 -3.48 4.46
C 0.84 -2.00 2.92
C 0.21 -4.59 3.76
C -0.50 5.25 -1.44
C -1.39 0.22 -3.58
C -3.69 -5.28 1.64
C 0.04 -2.17 4.06
C 0.60 -1.82 -1.47
C -0.54 -1.04 4.87
C -0.11 -0.09 -5.59
C 1.01 -0.48 -1.71
H 2.58 6.63 -1.09
H -4.48 -5.76 2.22
H 2.12 2.33 6.06
H 0.18 7.21 -0.88
H 3.24 4.32 -1.68
H -0.84 -3.63 5.36
H 2.48 -1.47 -3.19
H 2.64 0.47 4.53
H -1.52 -2.69 1.81
H -3.91 -6.57 -0.06
H 1.85 -2.97 1.30
H -3.34 5.95 -5.37
H 0.25 -0.73 -6.38
H 0.99 1.63 -6.27
H -4.41 2.30 -2.21
H 2.55 0.41 -0.20
H -1.31 -1.42 5.54
H -0.99 -0.28 4.23
H -6.20 3.30 -3.59
H -3.27 -3.77 3.13
H 0.22 -0.54 5.47
H -1.55 5.50 -1.34
H 6.71 -0.20 0.56
H 1.50 2.60 -2.12
H -5.67 5.13 -5.18
H 6.14 -1.33 2.67
H 4.89 0.65 -0.91
H 4.64 -1.64 4.45
H -1.56 4.94 -4.00
H -2.18 -5.46 -1.38
H 3.86 -2.95 3.57
H -0.03 -5.59 4.10
H 2.88 -1.67 4.24
H -1.26 2.55 1.22
H 0.24 3.87 5.52
H 1.27 -5.25 2.01
H -2.05 -0.19 -2.82
H -1.30 -1.62 -4.66
H 0.22 3.08 -4.43
H -0.93 3.67 3.36
H 0.38 2.28 0.63

***

111
Properties=species:S:1:pos:R:3 method="wB97M-V/def2-TZVPD" spin_multiplicity=3 charge=-2 s2=2.008 homo_lumo_gap_ev="5.28 / 6.77" homo_ev="-1.3 / -2.8" lumo_energy_ev="4.01 / 4.01"
W 0.64 -0.41 -0.64
S -0.58 -2.49 -0.22
F 4.22 -2.39 -2.58
F 2.96 -3.56 -1.13
F 3.98 -1.59 -0.46
F 2.10 -1.44 -1.86
O -0.55 0.83 0.20
O 1.74 1.36 -1.27
O -1.15 0.95 3.82
O -0.40 -0.43 -2.37
O 1.73 -0.76 0.95
O -1.73 -0.47 -4.09
O 0.96 0.09 4.40
N -0.52 2.12 -4.67
N -4.05 -0.99 -5.46
N -0.35 3.67 -3.02
N -4.58 0.22 -5.40
C -2.60 1.31 1.27
C -5.34 1.63 0.75
C 0.34 2.17 5.31
C -4.94 -1.93 -5.89
C 5.82 -0.20 3.40
C 1.67 -0.95 2.42
C 3.80 2.16 -4.87
C 1.69 2.20 -3.54
C 0.86 3.02 1.20
C 1.44 4.25 1.58
C 1.90 -3.42 2.07
C 1.21 -2.36 2.70
C -0.53 4.85 2.83
C -4.43 2.05 -0.21
C -1.74 2.75 -4.55
C -1.27 -4.83 -4.14
C -1.30 -3.47 -4.19
C 3.83 0.37 2.22
C 5.16 -1.31 3.86
C -1.63 3.66 -3.56
C -1.10 -1.14 -3.23
C -0.62 -4.58 -1.76
C -3.53 0.86 2.16
C -0.42 2.65 1.72
C 2.36 1.55 -2.43
C 0.13 -4.96 2.80
C -4.89 1.03 1.90
C 0.15 -2.67 3.62
C -6.17 -1.28 -6.08
C -3.09 1.80 0.02
C -5.85 0.07 -5.79
C -1.02 1.26 1.48
C 3.12 -0.65 2.83
C 1.28 -4.70 2.09
C -1.09 3.61 2.50
C -0.80 0.08 6.07
C 3.72 1.16 -2.60
C 3.83 -1.53 3.65
C 0.93 0.24 2.95
C -0.61 0.33 2.65
C -0.15 0.83 4.88
C 0.76 5.13 2.41
C -0.36 -3.95 3.65
C 0.26 2.66 -3.63
C 5.14 0.63 2.51
C -1.09 -2.60 -3.05
C 2.46 2.49 -4.72
C 4.42 1.43 -3.78
C -0.75 -3.20 -1.79
C -0.95 -5.41 -2.85
B 3.49 -2.37 -1.46
H -5.63 0.84 2.73
H -7.17 -1.64 -6.30
H -0.35 2.76 5.88
H -4.56 -2.90 -6.21
H -4.69 2.58 -1.20
H 1.37 2.36 0.47
H -2.38 1.88 -0.87
H 0.64 2.79 4.45
H -0.70 -6.47 -2.82
H 3.39 1.03 1.48
H -2.58 2.54 -5.16
H 4.34 2.38 -5.81
H -2.00 3.38 3.01
H -1.63 0.57 6.62
H 5.57 1.52 2.13
H 4.20 0.65 -1.79
H -1.13 -0.66 2.49
H -3.16 0.38 3.08
H -6.46 0.96 -5.99
H 1.96 2.89 -5.59
H -2.34 4.36 -3.17
H 2.39 4.53 1.14
H -1.41 -2.91 -5.14
H 0.04 -0.21 6.82
H -0.20 -1.84 4.31
H -6.45 1.68 0.62
H -3.09 -1.10 -5.02
H -0.17 -4.99 -0.84
H -1.02 5.52 3.54
H 5.45 1.03 -3.91
H -0.51 1.10 -4.86
H 1.24 1.94 5.98
H 1.27 6.01 2.75
H -1.47 -5.48 -4.97
H 3.27 -2.33 4.13
H 1.76 -5.44 1.50
H -1.14 -4.19 4.33
H 2.80 -3.27 1.49
H -1.15 -0.86 5.64
H -0.37 -5.91 2.78
H 1.56 1.08 2.55
H 5.69 -2.00 4.47
H 6.89 0.00 3.63

***

E_tot list, top to bottom, in eV: -213804.5217 -97057.4054
Energy relative to the best compared isomer or geometry (same formula, charge and spin) list, top to bottom, in kcal/mol: 0.2 4.0